A 4-piece molecular cluster, C2H12N2O3 overall at a distorted geometry. Source: OMol25; level of theory: ωB97M-V with the def2-TZVPD basis set.

```
19
Properties=species:S:1:pos:R:3:lowdin_charge:R:1
C 2.3012 -2.1526 0.0483 -0.271
N 3.6281 -0.6447 -1.8764 0.035
C 2.2857 -0.6821 -1.8796 -0.448
N 1.6535 -1.6313 -1.2003 -0.061
H 1.6746 -2.6543 0.7457 0.024
H 2.8043 -1.2627 0.4574 0.044
H 3.1089 -2.8317 -0.1822 0.041
H 3.9349 -1.5336 -1.8095 0.022
H 4.0318 -0.1978 -2.6654 0.056
H 1.9366 -0.4116 -2.9016 0.099
H 1.1355 1.5724 5.5296 0.016
H 0.4475 2.0914 4.1892 0.016
O 0.5686 2.3439 5.1996 -0.354
H -5.2773 2.3450 -1.0396 -0.007
H -6.1374 2.7455 0.3330 0.074
O -5.8377 3.0096 -0.6116 -0.153
H -4.5901 -0.6016 -0.5341 0.000
H -3.3833 0.3446 -0.8020 -0.001
O -4.2855 0.1515 -1.0004 -0.131
```

Summary:
- 2S+1: 2
- Molar mass: 112.13 g mol⁻¹
- Charge: -1
- HOMO (spin up / spin down): 0.91 / -5.80 eV
- Energy above the lowest of the compared OMol25 structures with the same formula, charge and spin: 225.26 kJ/mol
- Gap between HOMO and LUMO (spin up / spin down): 2.319 / 9.158 eV
- Energy: -11388.3016 eV